Formula: C3H11N3O
Source: OMol25
Level of theory: wB97M-V/def2-TZVPD

Geometry as XYZ:
```
18
Properties=species:S:1:pos:R:3:lowdin_charge:R:1
C 0.61 -1.35 -0.93 -0.032
C 0.75 -0.78 1.52 -0.024
C 0.09 -0.40 0.17 -0.703
O -1.27 -0.43 0.29 -0.091
H 1.70 -1.31 -1.03 0.083
H 1.84 -0.72 1.46 0.086
H 0.47 -1.80 1.78 0.078
H 0.40 -0.12 2.31 0.071
H 0.31 -2.37 -0.69 0.085
H 0.16 -1.09 -1.89 0.064
N 0.45 0.99 -0.20 -0.129
N -1.75 0.78 -1.14 0.160
N 0.15 1.98 0.76 0.013
H 1.04 1.20 -1.01 0.131
H 0.12 2.89 0.30 0.074
H -1.64 0.27 -2.02 0.031
H -2.66 0.49 -0.79 0.034
H -0.79 1.78 1.10 0.068
```

The molar mass is 105.1 u. Its LUMO energy (spin up / spin down) is -0.478 / -0.480 eV. Its energy above the lowest of the compared OMol25 structures with the same formula, charge and spin is 133.6 kcal/mol. As for the HOMO-LUMO gap (spin up / spin down): 6.72 / 6.72 eV. The electronic energy is -9802.2075 eV.